Record 1
A single C5H8O molecule, computed with ωB97M-V/def2-TZVPD.

Each line ends with the natural charge from an NBO analysis.
Positions of all 14 atoms, in Å:
C (0.585, -0.689, -1.475)  -0.623
C (0.464, -0.133, -0.081)  0.152
C (-0.186, -0.864, 1.529)  -0.294
C (-0.863, 0.096, 0.626)  -0.348
C (-0.372, 1.535, 0.781)  -0.061
O (0.888, 1.196, 0.152)  -0.508
H (0.066, -0.038, -2.185)  0.224
H (1.636, -0.761, -1.771)  0.227
H (0.144, -1.689, -1.518)  0.225
H (1.054, -0.809, 0.684)  0.270
H (-0.483, -1.863, 1.147)  0.146
H (-1.793, -0.139, 0.110)  0.220
H (-0.231, 1.874, 1.811)  0.193
H (-0.909, 2.285, 0.191)  0.177

Properties
highest occupied orbital energy = -8.423 eV
gap between HOMO and LUMO = 9.354 eV
charge = 0

=====

Record 2
2 unconnected molecules or ions with the total composition C2H6S2 in a non-equilibrium geometry, computed with ωB97M-V/def2-TZVPD.

Each line ends with the Löwdin spin population.
Positions of all 10 atoms, in Å:
S (1.034, -0.435, 0.983)  0.406
S (1.060, 0.718, -0.752)  0.496
H (2.324, -0.143, 1.241)  0.021
H (-0.009, 1.440, -0.348)  0.016
C (-2.238, -0.692, 0.327)  0.031
C (-2.416, -0.035, -0.827)  0.027
H (-2.643, -0.229, 1.223)  0.000
H (-1.808, -1.682, 0.395)  0.002
H (-2.981, 0.889, -0.831)  0.001
H (-2.090, -0.461, -1.771)  -0.001

Properties
multiplicity = 2
highest occupied orbital energy (spin up / spin down) = -14.405 / -14.213 eV
gap between HOMO and LUMO (spin up / spin down) = 8.718 / 5.034 eV
charge = +1

=====

Record 3
A single C5H10N2 molecule in a non-equilibrium geometry, computed with ωB97M-V/def2-TZVPD.

Each line ends with the natural charge from an NBO analysis.
Positions of all 17 atoms, in Å:
C (-2.076, -0.145, 0.117)  -0.624
C (-1.106, -0.222, -1.040)  -0.076
N (-0.189, 0.865, -1.405)  -0.580
C (0.356, -0.423, -0.976)  -0.092
C (1.273, -0.522, 0.208)  -0.250
C (2.041, 1.036, 1.666)  -0.035
N (0.959, 0.331, 1.355)  -0.593
H (-2.952, 0.438, -0.186)  0.222
H (-1.675, 0.315, 1.025)  0.195
H (-2.419, -1.149, 0.388)  0.225
H (-1.568, -0.656, -1.925)  0.198
H (-0.118, 1.559, -0.660)  0.341
H (0.812, -0.975, -1.797)  0.205
H (1.503, -1.544, 0.519)  0.214
H (2.868, 0.289, 1.611)  0.080
H (2.192, -0.060, -0.175)  0.199
H (0.099, 0.864, 1.276)  0.373

Properties
highest occupied orbital energy = -8.349 eV
gap between HOMO and LUMO = 9.174 eV
charge = 0

=====

Record 4
9 unconnected molecules or ions with the total composition C33H72N2O7 in a non-equilibrium geometry, computed with ωB97M-V/def2-TZVPD.

Each line ends with the Löwdin charge.
Positions of all 114 atoms, in Å:
C (0.258, -2.619, 3.610)  -0.068
C (-0.852, -1.908, 4.379)  -0.272
N (-1.325, -0.735, 3.681)  -0.177
C (-2.672, -0.433, 4.212)  -0.230
C (-3.731, -1.427, 3.611)  -0.074
C (-0.422, 0.421, 3.802)  -0.246
C (-0.690, 1.568, 2.862)  -0.077
H (1.162, -2.016, 3.697)  0.043
H (-0.056, -2.691, 2.569)  0.049
H (0.426, -3.578, 4.100)  0.081
H (-1.623, -2.673, 4.485)  0.101
H (-0.552, -1.694, 5.404)  0.121
H (-2.816, -0.429, 5.292)  0.111
H (-2.881, 0.596, 3.916)  0.092
H (-3.610, -1.451, 2.528)  0.061
H (-3.625, -2.411, 4.067)  0.055
H (-4.763, -1.142, 3.816)  0.065
H (0.562, 0.029, 3.543)  0.075
H (-0.440, 0.815, 4.819)  0.124
H (-0.760, 1.198, 1.839)  0.052
H (0.167, 2.233, 2.970)  0.073
H (-1.626, 2.099, 3.032)  0.069
C (-2.215, 2.479, -3.103)  -0.074
C (-2.894, 1.653, -1.962)  -0.198
N (-4.255, 2.204, -1.654)  -0.199
C (-5.156, 2.619, -2.676)  -0.281
C (-5.635, 1.441, -3.508)  -0.075
C (-4.875, 1.503, -0.514)  -0.236
C (-4.078, 1.617, 0.766)  -0.099
H (-2.038, 3.477, -2.703)  0.069
H (-2.887, 2.662, -3.942)  0.060
H (-1.299, 2.016, -3.472)  0.053
H (-3.014, 0.656, -2.388)  0.083
H (-2.277, 1.671, -1.064)  0.089
H (-6.014, 3.098, -2.204)  0.110
H (-4.764, 3.460, -3.247)  0.106
H (-6.390, 1.697, -4.252)  0.072
H (-4.786, 1.018, -4.046)  0.052
H (-6.051, 0.640, -2.897)  0.070
H (-4.984, 0.455, -0.792)  0.111
H (-5.810, 2.024, -0.307)  0.118
H (-4.575, 1.018, 1.530)  0.066
H (-3.937, 2.592, 1.232)  0.082
H (-3.092, 1.154, 0.779)  0.035
C (5.034, 1.208, 5.456)  -0.026
C (3.671, 0.868, 4.874)  -0.444
C (3.651, -0.376, 3.998)  -0.014
O (2.641, 1.527, 5.142)  0.026
H (5.820, 1.369, 4.718)  0.075
H (5.354, 0.494, 6.215)  0.087
H (4.952, 2.183, 5.937)  0.081
H (4.472, -0.257, 3.291)  0.085
H (2.727, -0.462, 3.427)  0.039
H (3.759, -1.274, 4.606)  0.093
C (1.132, -4.467, 0.058)  -0.009
C (0.572, -5.182, -1.159)  -0.471
C (1.422, -6.216, -1.914)  -0.005
O (-0.554, -4.915, -1.528)  0.050
H (1.448, -5.269, 0.726)  0.090
H (0.376, -3.840, 0.531)  0.054
H (1.932, -3.821, -0.303)  0.074
H (2.162, -5.702, -2.528)  0.066
H (0.732, -6.798, -2.525)  0.082
H (1.847, -6.986, -1.271)  0.079
C (-1.162, -1.156, -0.041)  -0.001
C (0.156, -0.515, -0.375)  -0.460
C (1.324, -0.699, 0.585)  0.008
O (0.298, 0.163, -1.381)  0.014
H (-1.103, -2.134, -0.519)  0.081
H (-1.988, -0.573, -0.447)  0.065
H (-1.215, -1.276, 1.042)  0.062
H (1.158, -1.613, 1.154)  0.051
H (1.316, 0.090, 1.338)  0.068
H (2.253, -0.658, 0.016)  0.083
C (-1.285, -1.680, -3.404)  -0.033
C (-1.666, -1.947, -4.818)  -0.487
C (-1.869, -0.696, -5.683)  -0.017
O (-1.891, -3.055, -5.243)  0.079
H (-0.472, -0.958, -3.334)  0.070
H (-1.014, -2.590, -2.868)  0.069
H (-2.152, -1.296, -2.866)  0.077
H (-2.826, -0.240, -5.429)  0.073
H (-1.927, -0.978, -6.734)  0.076
H (-1.051, 0.025, -5.691)  0.075
C (3.443, -0.911, -2.976)  -0.023
C (3.415, -2.421, -2.950)  -0.456
C (2.642, -3.070, -4.079)  -0.013
O (3.990, -3.072, -2.059)  0.030
H (3.790, -0.537, -3.939)  0.086
H (4.097, -0.479, -2.219)  0.077
H (2.454, -0.509, -2.752)  0.065
H (2.879, -2.588, -5.028)  0.085
H (1.578, -3.009, -3.854)  0.081
H (2.917, -4.119, -4.183)  0.076
C (4.420, 2.324, 0.269)  -0.014
C (4.714, 2.811, 1.651)  -0.496
C (3.631, 3.622, 2.349)  -0.010
O (5.784, 2.607, 2.166)  0.064
H (5.184, 1.644, -0.107)  0.086
H (4.368, 3.187, -0.395)  0.082
H (3.442, 1.843, 0.240)  0.069
H (3.433, 4.574, 1.857)  0.087
H (3.969, 3.816, 3.366)  0.080
H (2.701, 3.054, 2.399)  0.063
C (1.138, 3.248, -2.739)  -0.012
C (1.497, 4.034, -1.446)  -0.440
C (0.636, 3.736, -0.206)  -0.011
O (2.494, 4.721, -1.360)  0.046
H (0.924, 2.193, -2.570)  0.051
H (1.820, 3.455, -3.564)  0.081
H (0.209, 3.675, -3.117)  0.055
H (-0.372, 4.148, -0.250)  0.084
H (1.102, 4.157, 0.685)  0.064
H (0.559, 2.660, -0.052)  0.058

Properties
highest occupied orbital energy = -8.134 eV
gap between HOMO and LUMO = 8.689 eV
charge = 0

=====

Record 5
A molecular structure, C23H31N6PdSSe, computed with ωB97M-V/def2-TZVPD.

Each line ends with the natural charge from an NBO analysis.
Positions of all 63 atoms, in Å:
Pd (1.571, 0.334, -1.810)  0.593
C (2.796, -3.417, -3.364)  -0.686
C (2.621, -2.117, -2.655)  0.245
N (1.732, -1.246, -2.985)  -0.221
N (0.859, -1.486, -3.995)  -0.432
C (-0.002, -0.511, -4.151)  0.313
N (-0.913, -0.650, -5.122)  -0.765
S (-0.090, 0.963, -3.182)  -0.174
C (3.466, -1.748, -1.503)  0.161
C (4.517, -2.538, -1.077)  -0.217
C (5.287, -2.120, 0.001)  -0.128
C (4.986, -0.923, 0.620)  -0.238
C (3.908, -0.186, 0.152)  0.073
N (3.162, -0.588, -0.870)  -0.459
H (2.115, -3.468, -4.206)  0.271
H (2.595, -4.253, -2.692)  0.240
H (3.821, -3.519, -3.726)  0.240
H (-0.816, -1.406, -5.779)  0.416
H (-1.542, 0.103, -5.334)  0.411
H (4.738, -3.466, -1.584)  0.241
H (6.115, -2.725, 0.344)  0.239
H (5.565, -0.554, 1.453)  0.245
H (3.616, 0.748, 0.614)  0.231
C (1.873, 0.199, 3.553)  -0.612
C (0.379, -0.103, 3.532)  -0.402
C (0.029, -1.338, 2.705)  -0.407
C (0.184, -1.131, 1.202)  -0.225
N (-0.822, -0.222, 0.659)  -0.395
C (-0.628, 1.016, 0.165)  0.347
Se (1.022, 1.938, 0.060)  -0.131
N (-1.807, 1.509, -0.238)  -0.366
C (-2.057, 2.825, -0.827)  -0.221
C (-2.829, 3.764, 0.092)  -0.408
C (-2.080, 4.216, 1.346)  -0.405
C (-2.024, 3.182, 2.468)  -0.605
C (-2.789, 0.544, -0.056)  0.102
C (-4.143, 0.536, -0.368)  -0.211
C (-4.839, -0.623, -0.083)  -0.195
C (-4.209, -1.736, 0.489)  -0.196
C (-2.861, -1.726, 0.796)  -0.232
C (-2.164, -0.558, 0.513)  0.172
H (2.089, 1.059, 4.187)  0.225
H (2.249, 0.432, 2.555)  0.194
H (2.435, -0.652, 3.944)  0.204
H (-0.170, 0.763, 3.150)  0.200
H (0.025, -0.256, 4.552)  0.220
H (-0.989, -1.665, 2.925)  0.214
H (0.688, -2.164, 2.987)  0.217
H (0.086, -2.074, 0.660)  0.216
H (1.156, -0.705, 0.966)  0.237
H (-2.596, 2.654, -1.760)  0.222
H (-1.085, 3.247, -1.077)  0.243
H (-3.783, 3.312, 0.377)  0.204
H (-3.075, 4.638, -0.515)  0.228
H (-2.575, 5.112, 1.724)  0.218
H (-1.067, 4.524, 1.070)  0.206
H (-3.012, 2.754, 2.656)  0.207
H (-1.681, 3.638, 3.396)  0.224
H (-1.341, 2.362, 2.244)  0.184
H (-4.631, 1.390, -0.816)  0.233
H (-5.895, -0.673, -0.308)  0.231
H (-4.790, -2.624, 0.693)  0.231
H (-2.380, -2.591, 1.231)  0.230

Properties
highest occupied orbital energy = -10.957 eV
gap between HOMO and LUMO = 7.566 eV
charge = +1

=====

Record 6
A single C3H9N3S molecule in a non-equilibrium geometry, computed with ωB97M-V/def2-TZVPD.

Each line ends with the natural charge from an NBO analysis.
Positions of all 16 atoms, in Å:
C (-1.329, -1.258, 0.184)  -0.660
C (-0.185, -0.492, -0.430)  0.417
N (0.300, -0.996, -1.510)  -0.654
S (1.471, -0.193, -2.461)  0.112
N (0.202, 0.670, 0.216)  -0.301
C (-0.434, 1.085, 1.469)  -0.404
N (1.523, 1.119, 0.159)  -0.647
H (-2.262, -0.697, 0.124)  0.225
H (-1.427, -2.203, -0.398)  0.250
H (-1.113, -1.490, 1.242)  0.218
H (1.355, -1.066, -3.484)  0.119
H (-0.136, 0.477, 2.331)  0.181
H (-1.555, 0.988, 1.370)  0.201
H (-0.187, 2.109, 1.669)  0.220
H (2.147, 0.319, 0.222)  0.356
H (1.630, 1.628, -0.704)  0.368

Properties
highest occupied orbital energy = -8.005 eV
gap between HOMO and LUMO = 8.914 eV
charge = 0

=====

Quick rundown of molecular weight, same order as above: 84.12; 94.20; 98.15; 608.95; 608.99; 119.19 g/mol